{
  "formula": "C49H104F6HgN3O35S6",
  "method": "the ωB97M-V functional and the def2-TZVPD basis",
  "homo_lumo_gap_ev": 9.6,
  "spin_multiplicity": 1,
  "fmax_ha_per_bohr": 0.1471,
  "e_tot_ev": -214127.5839,
  "charge": -1,
  "species": ["Hg", "S", "S", "S", "S", "S", "S", "F", "F", "F", "F", "F", "F", "O", "O", "O", "O", "O", "O", "O", "O", "O", "O", "O", "O", "O", "O", "O", "O", "O", "O", "O", "O", "O", "O", "O", "O", "O", "O", "O", "O", "O", "O", "O", "O", "O", "O", "O", "N", "N", "N", "C", "C", "C", "C", "C", "C", "C", "C", "C", "C", "C", "C", "C", "C", "C", "C", "C", "C", "C", "C", "C", "C", "C", "C", "C", "C", "C", "C", "C", "C", "C", "C", "C", "C", "C", "C", "C", "C", "C", "C", "C", "C", "C", "C", "C", "C", "C", "C", "C", "H", "H", "H", "H", "H", "H", "H", "H", "H", "H", "H", "H", "H", "H", "H", "H", "H", "H", "H", "H", "H", "H", "H", "H", "H", "H", "H", "H", "H", "H", "H", "H", "H", "H", "H", "H", "H", "H", "H", "H", "H", "H", "H", "H", "H", "H", "H", "H", "H", "H", "H", "H", "H", "H", "H", "H", "H", "H", "H", "H", "H", "H", "H", "H", "H", "H", "H", "H", "H", "H", "H", "H", "H", "H", "H", "H", "H", "H", "H", "H", "H", "H", "H", "H", "H", "H", "H", "H", "H", "H", "H", "H", "H", "H", "H", "H", "H", "H", "H", "H", "H", "H", "H", "H"],
  "xyz": [[19.662, 15.536, 17.343], [16.395, 16.541, 16.650], [21.953, 13.120, 17.306], [16.745, 13.844, 16.334], [18.892, 13.825, 20.143], [19.005, 16.641, 20.562], [22.796, 15.552, 18.664], [19.844, 12.736, 20.541], [17.885, 13.077, 15.878], [20.722, 12.844, 16.532], [21.963, 16.757, 19.057], [20.277, 17.300, 21.288], [17.206, 17.703, 17.451], [10.494, 19.508, 17.724], [16.090, 9.021, 10.619], [19.282, 9.932, 20.276], [21.551, 10.334, 15.353], [16.048, 20.049, 19.382], [13.521, 10.598, 16.606], [9.835, 17.370, 17.785], [18.339, 19.495, 15.245], [16.084, 17.368, 10.593], [15.852, 14.028, 15.197], [17.623, 13.319, 20.658], [17.333, 21.054, 13.913], [15.284, 16.201, 17.444], [10.318, 18.328, 10.615], [19.764, 9.766, 14.131], [16.209, 17.106, 15.350], [12.315, 15.292, 13.612], [16.208, 13.246, 17.496], [16.219, 15.098, 10.392], [12.371, 13.657, 15.126], [22.993, 13.102, 16.354], [22.038, 12.195, 18.374], [18.146, 19.930, 20.175], [19.010, 13.782, 18.718], [23.784, 16.030, 17.793], [13.099, 8.419, 16.305], [11.962, 19.612, 11.470], [15.310, 12.876, 22.301], [17.903, 17.175, 21.253], [17.573, 10.709, 10.672], [20.144, 17.626, 16.487], [19.124, 17.039, 19.197], [18.299, 8.316, 19.084], [19.998, 15.149, 14.794], [23.189, 14.802, 19.799], [21.738, 14.754, 17.774], [17.423, 15.338, 16.631], [19.289, 15.111, 20.749], [13.547, 19.072, 13.124], [12.494, 14.130, 13.898], [14.410, 10.551, 15.428], [12.339, 13.696, 17.398], [20.529, 9.276, 20.148], [9.023, 16.038, 19.444], [12.164, 14.602, 16.160], [17.269, 10.828, 12.102], [16.893, 9.723, 10.039], [17.501, 21.801, 18.876], [22.222, 10.601, 14.101], [17.330, 13.810, 8.862], [16.172, 11.879, 12.250], [21.218, 18.604, 16.625], [20.653, 8.315, 21.262], [14.122, 13.178, 21.557], [15.891, 16.224, 11.045], [14.335, 18.566, 19.942], [15.270, 15.950, 12.348], [14.111, 14.610, 21.115], [17.264, 9.657, 8.624], [15.741, 10.011, 15.811], [10.673, 20.612, 9.822], [12.946, 9.438, 16.956], [15.768, 18.797, 20.054], [16.226, 20.337, 15.878], [14.008, 12.202, 20.397], [19.070, 15.190, 13.697], [18.206, 9.297, 19.776], [19.435, 14.175, 12.644], [10.700, 18.059, 15.755], [10.930, 19.422, 10.692], [9.473, 17.464, 19.137], [10.346, 18.467, 17.157], [18.992, 16.623, 13.157], [17.276, 20.540, 19.550], [16.814, 15.220, 9.148], [12.030, 9.504, 18.118], [17.803, 19.896, 11.933], [19.549, 9.836, 16.544], [21.467, 19.250, 15.270], [12.822, 13.069, 12.893], [20.914, 19.555, 17.751], [23.021, 9.387, 13.745], [12.424, 18.547, 12.320], [20.269, 9.943, 15.244], [17.390, 20.252, 15.002], [18.374, 20.892, 12.900], [16.925, 10.052, 19.926], [12.608, 9.759, 18.997], [23.597, 9.097, 14.614], [14.701, 14.793, 20.209], [13.940, 18.791, 18.944], [11.526, 12.971, 17.428], [11.407, 10.392, 17.971], [18.222, 11.026, 12.619], [12.256, 13.262, 11.959], [16.209, 10.473, 16.692], [12.626, 12.026, 13.138], [19.965, 16.920, 12.741], [19.329, 20.560, 13.337], [22.109, 18.009, 16.879], [13.135, 14.940, 20.782], [10.307, 17.085, 15.507], [16.909, 10.910, 19.225], [14.846, 12.293, 19.676], [14.410, 19.276, 12.522], [20.576, 8.736, 19.220], [16.278, 17.964, 19.590], [17.902, 10.469, 8.280], [13.830, 19.312, 20.552], [23.683, 9.573, 12.882], [11.594, 18.229, 12.937], [15.760, 15.115, 12.850], [15.229, 11.378, 12.052], [16.443, 10.139, 14.993], [21.318, 10.031, 20.211], [18.031, 22.529, 19.495], [19.785, 7.637, 21.213], [13.800, 18.311, 13.873], [13.967, 9.874, 14.698], [18.112, 14.870, 14.124], [18.148, 21.690, 17.990], [14.397, 11.553, 14.987], [8.859, 15.826, 20.497], [17.805, 13.681, 7.870], [8.154, 15.896, 18.797], [16.071, 13.048, 21.722], [13.884, 13.153, 12.661], [20.559, 8.881, 22.205], [13.960, 11.204, 20.841], [21.520, 10.907, 13.344], [13.326, 13.164, 17.302], [21.599, 7.799, 21.327], [12.463, 14.221, 18.334], [14.017, 17.597, 20.329], [15.687, 21.288, 15.760], [18.628, 10.446, 16.493], [15.644, 8.948, 16.078], [16.151, 12.396, 13.236], [12.737, 17.676, 11.737], [19.158, 8.830, 16.697], [16.054, 9.459, 19.655], [17.772, 8.715, 8.451], [22.966, 11.375, 14.332], [19.364, 18.106, 16.132], [20.627, 19.868, 14.966], [19.925, 19.983, 17.524], [14.492, 15.227, 21.939], [16.011, 18.749, 21.115], [21.655, 18.438, 14.571], [20.923, 19.094, 18.738], [11.364, 20.632, 8.993], [18.006, 13.427, 9.651], [18.510, 19.579, 11.173], [11.510, 8.587, 18.331], [10.322, 17.798, 19.748], [16.129, 15.500, 8.370], [17.661, 15.921, 9.072], [9.640, 20.626, 9.430], [10.856, 21.494, 10.419], [19.536, 13.176, 13.067], [12.936, 15.377, 16.095], [16.513, 20.340, 16.916], [13.333, 20.003, 13.634], [21.627, 20.392, 17.721], [18.536, 21.867, 12.417], [16.522, 22.204, 18.575], [13.043, 12.362, 19.903], [16.266, 12.714, 11.529], [22.411, 8.516, 13.458], [17.548, 18.946, 12.390], [20.148, 10.214, 17.381], [14.194, 15.769, 12.313], [11.145, 15.008, 16.089], [16.350, 9.650, 8.050], [16.907, 20.315, 11.507], [18.626, 14.059, 11.909], [9.736, 15.303, 19.065], [22.343, 19.909, 15.247], [18.744, 17.340, 13.957], [15.586, 19.471, 15.648], [20.366, 14.450, 12.097], [20.802, 14.674, 14.538], [16.500, 13.126, 8.920], [16.969, 9.886, 12.469], [8.639, 18.142, 19.285], [15.309, 16.906, 12.873], [18.193, 16.667, 12.434], [13.276, 12.982, 22.213], [10.325, 18.812, 15.050], [11.778, 18.137, 15.622], [16.819, 10.450, 20.927]]
}


{
  "formula": "C3H7N3O",
  "method": "the ωB97M-V functional and the def2-TZVPD basis",
  "homo_lumo_gap_ev": 10.0,
  "spin_multiplicity": 1,
  "fmax_ha_per_bohr": 0.0903,
  "e_tot_ev": -9740.4859,
  "smiles": "[H]/N=C/NC(=O)NC",
  "species": ["O", "N", "N", "N", "C", "C", "C", "H", "H", "H", "H", "H", "H", "H"],
  "xyz": [[0.380, 0.005, -1.578], [-1.017, 0.055, 0.263], [1.194, 0.144, 0.517], [-3.281, -0.158, 0.223], [0.205, 0.059, -0.374], [2.610, 0.088, 0.220], [-2.184, -0.173, -0.412], [2.891, 0.276, -0.812], [1.065, 0.055, 1.511], [-1.077, 0.209, 1.261], [-2.005, -0.358, -1.475], [2.870, -0.995, 0.359], [2.395, 1.139, 0.711], [-4.046, -0.347, -0.414]]
}